# 1
C9H55N2O23S2 | wB97M-V/def2-TZVPD

max |F| = 4.5 eV/Å
charge = -1
gap between HOMO and LUMO = 0.3061 hartree
LUMO = 1.6 eV

Atoms and positions in Å:
C1 0.37918 -3.64581 0.05451
C2 0.81854 -2.82008 -1.28281
C3 2.38262 -2.45009 -1.12011
C4 2.72497 -0.89132 -1.30320
C5 2.55854 0.01703 0.00362
C6 1.04042 0.25132 0.46815
S1 0.01868 1.24413 -0.70606
O1 0.98742 1.79535 -1.74821
O2 -0.51482 2.43944 0.03959
N1 -1.13798 0.35729 -1.57744
S2 -2.44338 -0.12150 -0.56962
O3 -3.12690 1.03839 0.13454
O4 -1.88441 -1.12162 0.42088
N2 -3.61705 -0.77837 -1.64235
C7 -3.07977 -1.89448 -2.49178
C8 -4.82890 -1.23751 -0.94838
C9 -4.90215 -1.81683 0.52013
O5 -5.90218 -1.20223 -1.60885
H1 -0.57626 -4.21818 -0.21383
H2 0.19958 -2.92380 0.91874
H3 1.17891 -4.40439 0.34239
H4 0.17987 -1.88933 -1.40083
H5 0.63633 -3.54154 -2.15818
H6 2.92552 -2.99910 -1.97263
H7 2.73795 -2.88486 -0.13247
H8 3.83892 -0.84337 -1.58349
H9 2.17675 -0.42448 -2.19627
H10 3.18857 -0.37879 0.87835
H11 2.98051 1.05189 -0.23738
H12 0.61655 -0.76995 0.73041
H13 1.06977 0.85063 1.44938
H14 -2.91552 -1.58131 -3.57825
H15 -2.12968 -2.28583 -2.00736
H16 -3.87844 -2.72063 -2.47850
H17 -3.97928 -2.46313 0.75155
H18 -5.80700 -2.47407 0.68686
H19 -4.84813 -0.92124 1.24847
O6 -4.44271 -0.70324 3.37361
H20 -3.94597 0.07950 3.11819
H21 -3.81730 -1.21428 3.89800
O7 -1.79317 2.92881 -3.73211
H22 -2.36079 3.48707 -3.18666
H23 -1.36549 2.33904 -3.09521
O8 3.18679 -5.36894 -0.85340
H24 3.99717 -5.78317 -1.17682
H25 2.48459 -5.81761 -1.33959
O9 5.43157 0.56535 -0.58196
H26 5.40666 1.38591 -1.08934
H27 5.99314 0.77543 0.17115
O10 4.62954 2.57359 1.24451
H28 4.79026 2.62955 2.19429
H29 3.80580 3.06150 1.11776
O11 -1.38284 5.33083 -0.08526
H30 -1.96627 5.38041 0.68243
H31 -1.28105 4.37967 -0.23759
O12 -0.77612 5.78829 -3.50217
H32 -1.35156 5.83533 -2.72848
H33 -0.68223 4.83925 -3.66747
O13 5.77876 -6.80198 0.09821
H34 6.64587 -7.21541 0.19403
H35 5.34550 -6.96890 0.94404
O14 -7.44215 -0.97455 1.23416
H36 -7.85184 -1.13267 0.37371
H37 -7.77653 -0.10913 1.49773
O15 -1.72762 4.90089 3.24438
H38 -2.60297 4.73916 3.61647
H39 -1.45931 4.04148 2.89310
O16 -2.20200 0.48542 4.23270
H40 -2.23485 1.30174 3.71660
H41 -1.63555 0.70620 4.98309
O17 -2.32215 4.13780 -6.59112
H42 -3.11492 3.62874 -6.79282
H43 -2.08386 3.85354 -5.69766
O18 3.23959 1.79687 -3.85510
H44 2.67141 1.38293 -4.51380
H45 2.67279 1.87324 -3.07471
O19 -1.12157 7.94743 1.23029
H46 -1.99472 7.78905 1.60515
H47 -0.85583 7.08325 0.88162
O20 4.83931 -0.55935 2.56383
H48 5.58809 -0.68872 3.15803
H49 5.16090 0.08134 1.91715
O21 0.76972 -1.96424 2.96737
H50 0.20605 -1.27040 3.33258
H51 1.25642 -2.29230 3.73250
O22 7.97224 -4.96534 -1.22283
H52 7.15140 -5.13992 -0.74226
H53 7.84562 -5.40814 -2.06971
O23 -3.80079 1.51328 6.76095
H54 -4.61501 1.34362 7.24829
H55 -3.92971 1.05119 5.92059

Mulliken population analysis, charges in e, atoms 1 to 4: -0.786, 0.269, -0.504, -0.535

***

# 2
C9H58NO21 | wB97M-V/def2-TZVPD

max |F| = 2.4 eV/Å
energy above the lowest of the compared OMol25 structures with the same formula, charge and spin = 261.85 kJ/mol
charge = -1
gap between HOMO and LUMO = 0.1886 hartree
LUMO = 1.3 eV

Atoms and positions in Å:
C1 -0.33987 -13.09960 15.81957
C2 0.57839 -12.11577 15.10333
C3 1.97992 -12.51299 15.55873
C4 3.08472 -11.71887 14.84252
C5 2.97401 -11.88001 13.38350
C6 1.63139 -11.55491 12.71074
N1 0.51661 -12.13436 13.52697
O1 -0.86634 -11.93472 13.02809
C7 1.55509 -12.15476 11.18808
C8 1.54734 -10.04074 12.56315
C9 0.30203 -10.67582 15.71841
H1 -1.34693 -12.81137 15.51816
H2 -0.23062 -13.16229 16.90227
H3 -0.21197 -14.09659 15.39797
H4 2.14382 -13.58977 15.60106
H5 1.99285 -12.28272 16.62406
H6 4.05421 -12.12324 15.13352
H7 3.04245 -10.65247 15.06408
H8 3.23892 -12.91781 13.18126
H9 3.78927 -11.31976 12.92572
H10 2.25933 -11.66595 10.51486
H11 0.58584 -12.02238 10.70731
H12 1.78951 -13.21349 11.07746
H13 2.16271 -9.50125 13.28313
H14 0.50533 -9.79684 12.77010
H15 1.75155 -9.55700 11.60796
H16 -0.62297 -10.28251 15.29676
H17 1.10134 -9.97906 15.46593
H18 0.30847 -10.75743 16.80533
O2 3.32553 -8.77626 8.96964
H19 2.86568 -8.03697 8.57187
H20 2.70759 -9.50465 8.90774
O3 -0.42204 -15.28504 10.44621
H21 0.31519 -15.86266 10.24851
H22 -0.24446 -14.96318 11.33001
O4 2.38806 -15.66208 9.68833
H23 2.42467 -16.61857 9.69201
H24 3.25725 -15.38977 9.39408
O5 -2.96836 -13.93706 12.67520
H25 -2.87740 -14.49026 13.45104
H26 -2.44529 -13.15993 12.87190
O6 2.69177 -15.62522 13.41741
H27 3.18940 -16.06243 12.72644
H28 3.30574 -15.55645 14.14853
O7 1.54990 -11.08339 7.88710
H29 2.44060 -11.05141 7.53801
H30 1.43588 -11.99034 8.17114
O8 -0.39321 -16.56131 15.17840
H31 -1.23425 -16.25925 15.52140
H32 -0.22237 -15.99315 14.42724
O9 -1.38608 -9.30578 11.16822
H33 -2.25544 -9.45740 11.53898
H34 -0.88133 -10.08064 11.41531
O10 -4.01855 -10.80619 13.69416
H35 -3.11421 -10.59912 13.45852
H36 -3.97472 -11.05690 14.61690
O11 -2.93453 -15.31163 15.08769
H37 -3.10605 -15.33680 16.02906
H38 -3.71799 -15.69224 14.69074
O12 0.63908 -13.64784 8.08295
H39 0.77163 -14.08959 7.24419
H40 1.08175 -14.20709 8.72132
O13 3.32682 -6.47895 12.51212
H41 3.72663 -6.14986 11.70709
H42 3.25487 -7.42362 12.37558
O14 0.20019 -14.97381 12.92091
H43 0.09328 -14.02681 13.01029
H44 1.13407 -15.12473 13.06694
O15 1.11493 -11.92742 19.90007
H45 0.58062 -11.83061 19.11180
H46 1.60729 -11.10863 19.95832
O16 2.44478 -7.76381 15.77729
H47 3.23728 -8.12790 15.38282
H48 1.86654 -8.51767 15.89374
O17 -0.07793 -15.35801 18.33289
H49 0.10354 -15.73243 17.47085
H50 -0.99053 -15.07346 18.28365
O18 0.09965 -6.88350 11.25290
H51 -0.19393 -6.41419 12.03379
H52 -0.23062 -7.77426 11.36990
O19 4.66056 -9.75356 11.20178
H53 4.90412 -10.66775 11.05629
H54 4.07354 -9.54311 10.47560
O20 -0.28529 -8.14565 18.18213
H55 -0.54483 -7.73566 17.35703
H56 0.66434 -8.24387 18.11302
O21 -1.63499 -12.71749 10.16650
H57 -0.86907 -13.28867 10.10860
H58 -1.56780 -12.31289 11.03137

Mulliken population analysis, charges in e, atoms 1 to 4: -1.029, 1.493, -1.290, -0.511

***

# 3
C9H58NO21 | wB97M-V/def2-TZVPD

max |F| = 17.4 eV/Å
energy above the lowest of the compared OMol25 structures with the same formula, charge and spin = 6659.69 kJ/mol
charge = -1
gap between HOMO and LUMO = 0.1694 hartree
LUMO = 1.5 eV

Atoms and positions in Å:
C1 2.14901 -0.81503 0.28336
C2 0.78705 -1.02298 -0.36415
C3 -0.24419 -1.37800 0.71573
C4 -0.79317 -0.22339 1.56475
C5 -1.46305 0.74573 0.63645
C6 -0.47210 1.28988 -0.51686
N1 0.21873 0.14686 -1.15082
O1 0.50986 0.22667 -2.67876
C7 0.54919 2.24386 0.12471
C8 -1.32971 2.20536 -1.51215
C9 0.90843 -2.26187 -1.20569
H1 2.42832 -1.63834 0.94082
H2 2.17463 0.11913 0.84442
H3 2.97815 -0.76324 -0.42228
H4 0.05286 -2.18416 1.38653
H5 -1.12316 -1.78363 0.21474
H6 0.06593 0.20193 2.08355
H7 -1.38624 -0.60788 2.39453
H8 -1.93220 1.62854 1.07077
H9 -2.26169 0.26063 0.07525
H10 1.48438 2.41346 -0.40891
H11 0.92000 1.95901 1.10933
H12 0.20698 3.26504 0.29257
H13 -2.02229 2.90042 -1.03747
H14 -1.97597 1.66654 -2.20507
H15 -0.62343 2.82102 -2.06913
H16 1.59699 -2.00697 -2.01130
H17 -0.00998 -2.69152 -1.60574
H18 1.48307 -3.04707 -0.71440
O2 -0.68780 0.83086 -3.74595
H19 -0.21844 0.96683 -2.92287
H20 -1.45190 0.30806 -3.50294
O3 0.72764 2.21253 -3.56738
H21 0.66094 1.29654 -3.29771
H22 0.66301 2.70834 -2.75115
O4 2.31048 1.12806 -2.03048
H23 2.66578 1.06850 -1.14366
H24 1.49660 0.62533 -1.99719
O5 -3.20044 1.50271 1.25684
H25 -3.09908 0.85819 0.55645
H26 -2.50120 2.13770 1.10168
O6 1.16675 -1.16819 -3.51604
H27 1.86107 -1.80558 -3.34906
H28 1.13050 -0.63861 -2.71951
O7 -2.29557 -2.63710 0.54256
H29 -3.05504 -2.10605 0.30297
H30 -2.09711 -2.37966 1.44289
O8 -2.33192 3.20860 0.82845
H31 -1.71198 3.71083 0.29963
H32 -2.40769 3.70366 1.64418
O9 1.86934 1.54939 2.80359
H33 1.72212 2.02364 1.98528
H34 2.22356 2.20729 3.40186
O10 -1.75351 -0.95266 -1.70867
H35 -1.92417 -1.25736 -0.81745
H36 -0.87437 -0.57610 -1.66934
O11 1.84185 -3.83176 -1.48806
H37 1.13518 -3.73920 -0.84909
H38 2.55369 -3.29613 -1.13789
O12 -0.09624 3.77492 -1.87908
H39 -0.87094 3.71719 -2.43831
H40 -0.40074 4.22900 -1.09338
O13 -0.10474 -1.15449 3.44805
H41 0.70055 -0.94500 2.97492
H42 0.16934 -1.24290 4.36091
O14 -1.58801 -2.12090 -3.56480
H43 -1.04434 -1.85906 -2.82178
H44 -1.67074 -3.07062 -3.47876
O15 2.60062 1.96243 0.76557
H45 2.85022 2.88648 0.75832
H46 1.89753 1.89868 0.11916
O16 -0.67798 -3.88545 -0.14595
H47 -1.58838 -3.80632 -0.43081
H48 -0.47309 -3.03471 0.24196
O17 0.03698 2.33733 2.47085
H49 -0.05009 1.52443 2.96871
H50 -0.02330 2.06549 1.55505
O18 -2.44165 0.71645 3.02109
H51 -2.53294 1.01644 2.11671
H52 -3.32606 0.45537 3.27776
O19 1.55965 -0.47109 2.58060
H53 2.38791 -0.68847 3.00833
H54 1.55709 0.48498 2.53438
O20 -1.02327 -2.87894 2.53898
H55 -1.42114 -3.05210 3.39218
H56 -0.80917 -1.94620 2.55889
O21 3.15761 -3.00457 0.19355
H57 3.54345 -2.15924 0.42330
H58 2.38719 -3.07776 0.75687

Mulliken population analysis, charges in e, atoms 1 to 4: -4.104, 4.798, -2.871, -1.808

***

# 4
C9H5N3P | wB97M-V/def2-TZVPD

max |F| = 6.6 eV/Å
energy above the lowest of the compared OMol25 structures with the same formula, charge and spin = 0.00 kJ/mol
charge = +1
gap between HOMO and LUMO = 0.2906 hartree
LUMO = -6.9 eV

Atoms and positions in Å:
C1 -1.18168 1.18951 3.84968
C2 -0.83396 -1.76758 3.79925
C3 -3.44089 -0.35162 3.10117
C4 0.48388 0.05483 -1.19496
C5 0.70323 -1.09386 -0.51342
C6 -0.08568 1.21469 -0.68630
C7 0.18747 -1.21360 0.80111
C8 -0.52105 1.17322 0.63392
C9 -0.45023 -0.11382 1.33377
N1 -1.08751 2.23268 4.27179
N2 -0.82102 -2.65319 4.51160
N3 -4.55901 -0.52706 3.09832
P1 -1.26668 -0.27405 2.90911
H1 0.76836 0.13366 -2.32130
H2 1.08343 -1.92165 -0.98895
H3 -0.21679 1.95395 -1.41686
H4 0.31669 -2.20941 1.19119
H5 -1.04082 2.00318 0.86976

Mulliken population analysis, charges in e, atoms 1 to 4: 0.191, 0.098, 0.088, -0.034